(1)
C40H110N10O10 | ωB97M-V/def2-TZVPD

Structure (XYZ):
```
170
Properties=species:S:1:pos:R:3:forces:R:3:lowdin_charge:R:1
C -1.6767 -0.7588 3.2981 -0.2 -0.3 0.3 -0.080
O -2.8431 -1.4832 3.6411 0.4 -0.3 -0.3 -0.184
C -4.0365 -0.9965 3.0496 -0.1 0.3 1.0 -0.188
C -4.8961 -0.4557 4.1948 -1.6 -0.5 -0.2 -0.408
C -5.4080 -1.6184 5.0642 0.4 1.0 0.7 -0.058
N -6.0873 0.2743 3.6913 0.0 0.2 0.0 0.032
H -1.7154 0.2457 3.7270 0.1 0.2 -0.3 0.091
H -1.5390 -0.7478 2.2169 0.0 0.3 -0.1 0.069
H -0.8216 -1.2823 3.7244 -0.1 0.0 0.1 0.077
H -3.8534 -0.2091 2.3144 0.0 -0.1 -0.1 0.112
H -4.5554 -1.8563 2.6176 0.0 0.1 -0.4 0.116
H -4.3349 0.2609 4.7892 0.3 -0.2 0.0 0.119
H -4.5832 -2.1068 5.5835 -0.1 -0.5 -0.4 0.078
H -6.0617 -2.2576 4.4714 0.4 -0.4 0.0 0.079
H -6.0394 -1.1992 5.8535 0.0 0.0 0.0 0.075
H -6.4595 0.8458 4.4470 0.3 0.2 -0.1 0.077
H -6.8510 -0.3790 3.5339 0.2 -0.1 -0.3 0.074
C 1.9177 1.3363 4.2224 -0.3 -0.1 0.5 -0.105
O 1.7480 0.2482 3.3460 0.5 0.3 -0.4 -0.225
C 2.2045 -0.9683 3.9141 -0.7 -0.2 0.3 -0.203
C 2.3055 -2.0326 2.8478 0.7 -0.3 -1.4 -0.431
C 2.7357 -3.3796 3.4212 -0.7 -0.4 0.0 -0.056
N 3.2453 -1.6985 1.7647 0.3 0.6 0.1 0.070
H 1.2392 1.2485 5.0809 0.0 0.0 0.0 0.090
H 1.6692 2.2640 3.7115 0.1 0.0 -0.2 0.076
H 2.9353 1.3853 4.6208 0.1 0.0 -0.2 0.091
H 3.1289 -0.8366 4.4875 0.2 0.1 -0.4 0.131
H 1.4358 -1.2676 4.6439 0.1 -0.3 0.1 0.126
H 1.3067 -2.1883 2.4094 -0.2 0.2 0.3 0.121
H 1.8110 -3.8544 3.7658 0.4 -0.1 0.7 0.081
H 3.5237 -3.3249 4.1717 -0.2 0.2 0.2 0.081
H 3.1107 -4.0752 2.6685 0.0 0.4 -0.3 0.064
H 3.2411 -2.4378 1.0677 -0.1 0.0 0.4 0.037
H 3.0391 -0.8425 1.2342 0.0 -0.6 0.5 0.020
C -3.9619 -7.9161 0.0354 -0.3 -0.1 0.3 -0.119
O -3.6785 -6.5992 -0.3541 0.5 0.3 -1.0 -0.189
C -4.8256 -5.8962 -0.7719 -0.9 -0.1 1.1 -0.221
C -4.5536 -4.4821 -1.2437 0.1 0.8 -0.8 -0.429
C -3.8267 -3.6284 -0.2221 0.4 -0.2 0.2 -0.048
N -5.8355 -3.8433 -1.5940 -0.4 -0.7 0.5 0.039
H -4.5154 -8.5161 -0.6975 0.1 0.3 -0.4 0.087
H -4.5998 -7.9085 0.9278 0.2 -0.1 0.2 0.090
H -3.0096 -8.4055 0.2164 0.0 0.0 0.2 0.088
H -5.4163 -6.4590 -1.5080 0.3 0.0 -0.3 0.125
H -5.4762 -5.8406 0.1168 -0.2 0.3 -0.1 0.132
H -3.9929 -4.4828 -2.1888 0.6 -0.4 0.4 0.137
H -4.3675 -3.5258 0.7205 -0.2 -0.2 -0.1 0.080
H -3.6446 -2.6184 -0.5957 0.0 -0.1 -0.1 0.053
H -2.8574 -4.0756 0.0072 0.0 0.1 0.0 0.066
H -5.6922 -2.9072 -1.9447 0.1 0.0 0.0 0.035
H -6.2589 -4.3950 -2.3332 -0.2 0.2 0.0 0.071
C 3.7319 4.0792 1.6393 -0.4 -0.3 0.6 -0.103
O 4.1804 3.6116 0.3901 0.7 0.5 0.0 -0.220
C 4.1061 4.5809 -0.6349 -0.5 0.3 -0.6 -0.209
C 4.9762 4.1925 -1.8085 0.9 -0.2 -0.9 -0.449
C 6.4704 4.2064 -1.4937 -0.4 -0.9 0.3 -0.056
N 4.7502 5.1278 -2.9036 -1.1 0.8 0.0 0.034
H 2.6433 3.9587 1.7230 0.0 0.2 0.0 0.083
H 3.9991 5.1148 1.8639 0.1 0.0 -0.3 0.092
H 4.1757 3.4602 2.4216 0.1 -0.1 -0.1 0.092
H 3.0664 4.6671 -0.9858 0.0 0.0 0.0 0.123
H 4.3982 5.5904 -0.3234 0.1 -0.1 0.4 0.130
H 4.7255 3.1753 -2.1409 -0.1 -0.1 0.4 0.126
H 6.9920 3.9113 -2.4056 0.3 0.3 0.0 0.080
H 6.6727 3.4131 -0.7722 0.1 0.1 0.1 0.052
H 6.8445 5.1377 -1.0735 -0.1 0.2 -0.3 0.085
H 5.3647 5.0843 -3.7026 0.5 -0.4 0.3 0.070
H 3.8176 5.0263 -3.2930 0.0 0.0 0.2 0.073
C 10.4021 0.1078 -1.4130 0.2 0.0 -0.2 -0.121
O 9.0714 -0.3242 -1.3552 -0.1 -0.8 0.4 -0.191
C 8.3213 0.2712 -0.3209 -0.5 1.3 -0.7 -0.213
C 6.8538 -0.1608 -0.4005 -0.3 0.3 -0.1 -0.424
C 6.2684 0.2381 -1.7532 0.9 -1.1 -0.9 -0.046
N 6.1120 0.4796 0.6740 -0.1 0.5 0.8 0.051
H 10.8889 -0.4619 -2.2033 0.0 0.0 0.0 0.086
H 10.9627 -0.0733 -0.4892 -0.2 0.0 0.1 0.087
H 10.4623 1.1743 -1.6620 0.0 0.0 0.1 0.087
H 8.7463 0.1778 0.6813 0.1 -0.5 0.0 0.127
H 8.3121 1.3489 -0.5607 0.0 0.2 0.4 0.116
H 6.8276 -1.2430 -0.2470 -0.2 0.0 -0.1 0.137
H 5.2651 -0.1485 -1.9206 -0.2 0.3 0.3 0.048
H 6.8802 -0.2204 -2.5418 0.0 0.1 0.0 0.081
H 6.3143 1.3134 -1.9266 -0.2 0.1 0.3 0.060
H 5.1247 0.2334 0.7011 0.2 -0.6 -0.1 0.034
H 6.0494 1.4813 0.5070 0.3 0.1 -0.1 0.050
C -5.2106 -0.1674 -2.1397 -0.1 -0.5 0.4 -0.128
O -5.8958 0.9297 -1.6074 -0.1 0.3 0.0 -0.173
C -5.3927 1.3017 -0.3251 -0.2 -0.6 -0.4 -0.206
C -6.1339 2.5279 0.2006 1.3 0.3 0.6 -0.426
C -5.7178 3.7560 -0.6080 -1.4 -0.5 -0.9 -0.058
N -5.8027 2.7405 1.6044 -0.2 -0.3 0.3 0.049
H -5.1373 -0.9512 -1.3688 0.2 0.0 0.0 0.063
H -4.1985 0.0921 -2.4710 -0.1 0.0 -0.1 0.081
H -5.7824 -0.6135 -2.9550 0.0 0.4 -0.2 0.092
H -5.4992 0.4481 0.3579 -0.3 0.0 0.1 0.116
H -4.3066 1.4601 -0.3870 0.0 0.4 0.0 0.116
H -7.2065 2.3416 0.1237 0.0 0.1 -0.1 0.143
H -4.6484 3.9561 -0.6381 0.1 -0.2 0.2 0.075
H -6.2653 4.6563 -0.3320 0.1 0.0 0.4 0.073
H -6.0893 3.4959 -1.6070 0.5 0.4 -0.2 0.076
H -6.0423 1.9171 2.1663 0.1 0.2 -0.1 0.034
H -4.7989 2.8617 1.7149 -0.1 0.0 0.0 0.041
C -1.6571 -0.4370 -0.9139 0.4 -0.3 0.3 -0.088
O -0.7838 0.6200 -0.5604 -0.5 -0.3 -0.1 -0.190
C 0.4554 0.1474 -0.0843 0.4 0.3 0.3 -0.197
C 1.4584 1.2597 -0.2740 1.1 1.0 0.0 -0.393
C 1.7970 1.5652 -1.7401 -1.2 -1.1 0.3 -0.028
N 2.7239 1.0051 0.4653 -0.4 0.3 -0.5 0.059
H -1.7311 -1.1826 -0.1134 0.1 0.0 0.1 0.075
H -1.2656 -0.9437 -1.8013 -0.2 -0.1 -0.1 0.094
H -2.6644 -0.0639 -1.0731 0.2 0.3 -0.2 0.051
H 0.4060 -0.1100 0.9823 -0.2 0.0 0.1 0.113
H 0.8012 -0.7648 -0.5913 -0.1 0.1 -0.3 0.118
H 1.1068 2.2258 0.1162 -0.9 -0.4 0.1 0.132
H 2.4506 0.7678 -2.0981 0.5 0.5 -0.1 0.067
H 2.1285 2.5943 -1.8392 0.6 -0.2 -0.2 0.064
H 0.8797 1.4566 -2.3269 0.0 0.3 0.0 0.073
H 3.1691 1.9287 0.4400 0.4 -0.7 0.1 0.047
H 2.4917 0.8135 1.4366 -0.1 0.3 0.1 0.043
C -1.9159 2.7081 1.7842 0.5 0.5 0.6 -0.095
O -2.9158 2.7789 2.7860 -0.2 -0.3 -0.1 -0.239
C -2.7382 3.8785 3.6763 -0.3 0.2 -1.1 -0.201
C -4.0795 4.1351 4.3519 0.5 0.6 1.3 -0.430
C -4.0013 5.3854 5.2239 0.3 0.6 -0.7 -0.071
N -4.4716 3.0378 5.2509 0.2 -0.6 -0.9 0.055
H -1.9306 1.7660 1.2424 -0.1 -0.2 0.3 0.065
H -0.9706 2.8562 2.3233 0.3 -0.3 -0.5 0.085
H -1.9998 3.4958 1.0235 -0.2 0.2 0.2 0.096
H -1.9032 3.6965 4.3651 -0.1 -0.2 0.2 0.130
H -2.4482 4.7510 3.0763 -0.1 0.1 0.0 0.125
H -4.8264 4.2972 3.5745 -0.1 -0.3 0.0 0.127
H -3.3264 5.2251 6.0672 -0.1 0.0 0.1 0.076
H -4.9780 5.7225 5.5642 -0.1 -0.3 0.2 0.077
H -3.6036 6.2301 4.6493 0.1 -0.1 0.0 0.076
H -3.7214 2.9146 5.9299 -0.1 0.2 0.1 0.074
H -4.3872 2.2038 4.6689 -0.3 -0.1 0.2 0.027
C 3.7861 -2.2378 -1.4495 -0.6 0.9 0.4 -0.096
O 2.8850 -3.0935 -0.7802 -0.3 0.0 -0.1 -0.213
C 1.7413 -3.3952 -1.5331 0.0 -0.8 -1.3 -0.230
C 0.7460 -4.1942 -0.7089 -0.2 -1.1 0.2 -0.421
C 1.3956 -5.4359 -0.0616 0.6 1.4 0.2 -0.045
N -0.3681 -4.6393 -1.5506 0.2 0.9 -0.7 0.042
H 4.4911 -1.9093 -0.6889 0.4 -0.2 -0.2 0.072
H 3.2534 -1.3258 -1.7486 0.0 0.0 -0.1 0.069
H 4.2506 -2.6605 -2.3431 0.1 -0.3 0.2 0.101
H 1.2470 -2.5539 -2.0402 0.1 0.5 0.7 0.115
H 2.0686 -3.9707 -2.4190 -0.1 -0.4 0.2 0.130
H 0.3692 -3.5131 0.0595 -0.2 -0.1 0.1 0.130
H 1.9214 -6.0051 -0.8291 -0.1 -0.2 0.0 0.083
H 0.6560 -6.0439 0.4518 0.0 -0.1 0.0 0.075
H 2.1407 -5.0676 0.6504 0.0 -0.4 0.1 0.058
H -1.0813 -5.1491 -1.0504 0.1 0.0 0.3 0.051
H 0.0004 -5.2585 -2.2640 -0.1 -0.1 0.0 0.072
C -1.6242 -1.2940 -5.5337 0.3 -1.0 -0.2 -0.119
O -0.9851 -0.0493 -5.6068 -0.1 0.6 0.3 -0.189
C -0.4008 0.1534 -6.8718 0.2 -0.8 -1.0 -0.228
C 0.4645 1.3992 -6.9532 -0.2 1.2 0.6 -0.450
C 1.3598 1.4881 -8.1716 -0.4 -1.0 -0.5 -0.068
N 1.2805 1.6170 -5.7488 -0.9 0.1 -0.1 0.047
H -2.2180 -1.5332 -6.4233 -0.1 0.3 -0.1 0.087
H -2.2793 -1.3990 -4.6718 0.1 0.5 0.2 0.079
H -0.8637 -2.0827 -5.4622 0.0 -0.1 0.0 0.090
H 0.2008 -0.7256 -7.1616 0.0 -0.1 0.2 0.127
H -1.2133 0.2389 -7.6076 0.1 -0.1 -0.1 0.131
H -0.2762 2.2092 -7.0251 0.3 0.2 0.3 0.136
H 2.1001 2.2802 -8.1116 0.0 0.0 0.3 0.077
H 0.7964 1.6518 -9.0930 -0.1 -0.1 0.1 0.078
H 1.8511 0.5114 -8.2610 0.3 0.2 -0.2 0.078
H 0.6637 1.3372 -4.9901 0.6 0.0 0.4 0.052
H 2.1197 1.0496 -5.7474 -0.1 -0.2 0.0 0.070
```
Forces are in eV/Å.

For the HOMO-LUMO gap, the calculation gives 9.0847 eV. The energy above the lowest of the compared OMol25 structures with the same formula, charge and spin comes out at 98.7 kJ/mol. As for the HOMO energy: -0.316 hartree. As for the electronic energy: -2889.7736 hartree. Its net charge is 0.

---

(2)
C2H6N4S | ωB97M-V/def2-TZVPD

Structure (XYZ):
```
13
Properties=species:S:1:pos:R:3:forces:R:3:lowdin_charge:R:1
C 0.7825 -0.3901 0.3857 0.6 -0.1 -2.2 -0.952
C -2.4525 0.6256 -0.4672 1.0 -3.1 0.7 -0.263
H 1.5287 -1.6403 2.0688 -3.9 3.7 -1.8 0.265
H -0.3139 -1.6183 1.7024 1.6 2.5 -0.6 0.120
H 0.2553 0.5377 -1.2517 -1.2 -1.2 0.4 0.121
H -1.7809 -1.1026 -1.2573 0.4 -0.3 0.1 0.118
H -3.4913 0.0667 -0.6901 1.8 2.5 0.5 0.159
H -1.0188 1.6995 0.1797 0.3 -0.2 -0.1 0.038
N 0.4773 -0.8489 1.6265 2.1 -6.0 2.2 0.003
N -0.2008 -0.1467 -0.5827 3.5 1.4 0.4 -0.146
N -1.4933 -0.4416 -0.5414 -2.6 -1.3 -0.7 -0.080
N -2.0086 1.6885 -0.0037 -2.7 2.2 -0.1 0.095
S 2.3387 -0.0697 -0.2346 -0.8 -0.1 1.2 0.523
```
Forces are in eV/Å.

For the HOMO-LUMO gap, the calculation gives 8.4830 eV. The energy above the lowest of the compared OMol25 structures with the same formula, charge and spin comes out at 362.5 kJ/mol. As for the HOMO energy: -0.312 hartree. As for the electronic energy: -696.8880 hartree. Its net charge is 0.

---

Number 1 is which compound?
C40H110N10O10